Formula: C48H60Br2CsN5O5P2Si2
Source: the OMol25 dataset
Level of theory: the ωB97M-V functional and the def2-TZVPD basis

```
125
Properties=species:S:1:pos:R:3:forces:R:3:lowdin_charge:R:1
Cs -1.380 -1.411 -0.044 -0.44 -1.51 0.42 1.31
C 4.030 -1.104 2.101 0.18 -0.20 0.06 -0.19
Si 3.413 0.692 2.238 -0.16 -0.31 0.21 0.28
C 3.578 1.120 4.068 0.12 0.08 0.24 -0.18
C 4.745 1.724 1.378 -0.03 0.23 -0.23 -0.19
N 1.831 0.757 1.689 0.16 0.70 -0.36 -0.24
P 0.967 1.856 0.858 0.12 -0.62 0.29 0.65
C -0.718 1.376 0.475 0.53 1.03 -0.75 -0.49
P -2.143 2.094 -0.215 -0.19 -0.33 0.15 0.72
N -2.922 1.029 -1.085 -0.25 0.71 0.04 -0.29
Si -4.390 1.237 -1.912 0.03 -0.33 0.03 0.27
C -5.698 0.128 -1.153 -0.17 -0.13 0.00 -0.18
C -5.123 2.975 -1.952 0.03 0.25 0.09 -0.18
C -4.186 0.728 -3.711 -0.01 -0.06 -0.21 -0.18
C -1.642 3.550 -1.208 0.03 -0.01 -0.15 -0.26
C -1.537 3.367 -2.589 -0.02 0.07 0.04 -0.08
C -1.151 4.418 -3.414 -0.02 -0.01 0.08 -0.08
C -0.879 5.667 -2.868 0.04 -0.07 0.01 -0.10
C -0.945 5.847 -1.493 0.08 -0.04 0.02 -0.10
C -1.297 4.787 -0.666 -0.01 -0.01 0.02 -0.10
C -3.252 2.784 1.094 -0.02 -0.18 0.22 -0.26
C -3.847 4.041 1.134 -0.07 -0.09 0.01 -0.10
C -4.714 4.385 2.170 0.03 -0.06 -0.04 -0.09
C -5.008 3.473 3.173 0.05 0.03 -0.04 -0.11
C -4.442 2.203 3.133 0.02 -0.01 -0.09 -0.08
C -3.577 1.867 2.102 0.00 0.11 -0.05 -0.10
C 1.916 2.996 -0.294 0.03 0.02 -0.14 -0.22
C 2.566 2.369 -1.364 0.01 0.08 0.14 -0.09
C 3.320 3.082 -2.286 -0.07 0.02 0.08 -0.09
C 3.429 4.465 -2.172 -0.03 -0.09 -0.05 -0.12
C 2.766 5.112 -1.142 -0.13 -0.03 0.09 -0.10
C 2.014 4.386 -0.218 0.03 -0.01 -0.08 -0.10
C 0.764 3.098 2.313 -0.08 0.08 0.14 -0.23
C 1.782 3.919 2.819 -0.05 -0.04 -0.01 -0.14
C 1.604 4.698 3.958 -0.05 -0.07 -0.08 -0.11
C 0.392 4.674 4.642 -0.03 -0.08 -0.10 -0.12
C -0.626 3.851 4.177 0.09 -0.03 -0.08 -0.09
C -0.434 3.077 3.034 0.17 0.11 -0.05 -0.08
H 3.793 -1.668 3.016 0.01 0.12 -0.24 0.02
H 5.120 -1.153 1.950 -0.19 -0.02 0.00 0.01
H 3.531 -1.596 1.254 0.11 0.04 0.07 0.01
H 4.605 0.960 4.435 -0.20 0.03 -0.05 0.02
H 2.896 0.489 4.653 0.11 0.09 -0.09 0.02
H 3.304 2.168 4.248 0.05 -0.19 0.02 0.00
H 5.736 1.422 1.741 -0.11 0.03 -0.01 0.02
H 4.624 2.798 1.575 0.02 -0.16 -0.06 0.01
H 4.719 1.592 0.290 0.05 0.01 0.11 0.01
H -5.906 0.451 -0.124 0.02 -0.07 -0.13 0.02
H -5.346 -0.911 -1.111 -0.09 0.15 0.01 0.03
H -6.641 0.152 -1.721 0.18 -0.02 0.13 0.02
H -5.538 3.240 -0.972 0.04 0.01 -0.14 0.02
H -5.930 3.039 -2.694 0.10 -0.04 0.09 0.02
H -4.362 3.723 -2.211 -0.16 -0.08 0.02 0.02
H -3.607 -0.200 -3.790 -0.08 0.13 -0.04 0.02
H -3.653 1.503 -4.278 -0.06 -0.13 0.06 0.02
H -5.163 0.565 -4.189 0.18 0.03 0.05 0.02
H -1.758 2.386 -2.998 0.02 0.08 0.01 0.09
H -1.062 4.263 -4.483 -0.01 -0.02 0.04 0.10
H -0.584 6.491 -3.510 -0.03 -0.04 0.03 0.09
H -0.689 6.808 -1.060 -0.02 -0.04 0.00 0.10
H -1.285 4.918 0.411 -0.05 0.01 -0.01 0.11
H -3.667 4.753 0.342 0.07 0.06 -0.02 0.09
H -5.167 5.370 2.186 0.02 -0.01 -0.02 0.09
H -5.676 3.748 3.980 0.01 -0.01 -0.02 0.09
H -4.676 1.478 3.903 0.03 0.01 -0.04 0.10
H -3.127 0.879 2.071 -0.01 0.01 0.04 0.11
H 2.447 1.299 -1.459 -0.01 -0.09 -0.03 0.08
H 3.809 2.561 -3.103 -0.01 0.01 0.03 0.09
H 4.004 5.033 -2.897 -0.01 -0.03 0.05 0.09
H 2.820 6.194 -1.061 -0.03 -0.05 0.02 0.09
H 1.494 4.918 0.567 0.00 0.02 0.00 0.09
H 2.747 3.940 2.320 -0.05 0.01 0.03 0.09
H 2.414 5.322 4.321 0.01 -0.02 -0.03 0.09
H 0.253 5.279 5.530 -0.01 0.00 0.00 0.08
H -1.574 3.803 4.705 0.01 -0.01 -0.02 0.09
H -1.223 2.419 2.698 0.04 0.03 0.04 0.06
C -0.443 -4.872 -3.273 -0.05 -0.04 0.07 -0.02
C -1.020 -5.595 -2.083 -0.08 0.05 0.09 -0.31
C -0.809 -6.979 -1.892 0.03 0.01 -0.04 -0.03
C -1.382 -7.615 -0.828 -0.04 -0.01 0.03 -0.05
C -2.168 -6.892 0.096 0.00 0.14 -0.01 -0.21
C -2.829 -7.455 1.216 0.04 -0.03 -0.05 -0.65
Br -2.715 -9.333 1.572 0.01 0.05 -0.03 0.67
C -3.562 -6.671 2.064 0.04 0.15 -0.06 -0.21
C -3.653 -5.294 1.856 0.05 -0.05 -0.06 -0.61
Br -4.659 -4.259 3.095 0.02 -0.03 -0.03 0.70
C -3.012 -4.602 0.797 -0.02 -0.03 0.12 -0.47
O -3.014 -3.359 0.646 -0.71 -0.97 0.11 -0.36
C -2.288 -5.495 -0.134 0.07 0.02 -0.10 -0.12
N -1.733 -4.897 -1.221 -0.01 -0.16 0.07 0.14
H -0.006 -5.576 -3.987 -0.04 0.03 0.06 0.07
H 0.333 -4.179 -2.941 -0.03 -0.02 0.01 0.06
H -1.222 -4.291 -3.771 0.03 -0.03 0.04 0.07
H -0.205 -7.531 -2.603 -0.01 0.02 0.02 0.10
H -1.245 -8.679 -0.683 0.00 0.01 0.00 0.07
H -4.066 -7.116 2.912 -0.01 0.02 0.00 0.08
O 1.010 -1.508 3.160 -0.21 0.06 -0.07 -0.11
H 1.444 -2.010 2.462 -0.02 -0.02 0.05 0.00
H 1.029 -0.598 2.777 0.13 -0.10 -0.02 -0.02
O -3.390 -3.171 -2.934 0.13 -0.15 0.22 -0.08
H -3.265 -2.247 -2.707 -0.10 0.23 -0.06 0.00
H -2.941 -3.634 -2.196 -0.06 -0.01 -0.14 -0.01
O 0.062 0.155 -1.552 0.82 0.85 -0.37 -0.30
C 0.223 0.825 -0.514 0.30 0.87 0.17 -0.72
C 3.352 -1.232 -2.380 0.05 -0.11 0.03 -0.02
N 3.855 -2.470 -1.803 -0.10 -0.05 0.08 -0.08
C 5.288 -2.491 -1.563 -0.17 -0.04 0.00 -0.18
C 5.752 -3.878 -1.178 -0.09 -0.03 -0.06 -0.16
C 4.886 -4.367 -0.037 -0.13 0.00 -0.07 -0.18
N 3.496 -4.372 -0.456 -0.06 0.10 0.00 -0.09
C 2.585 -5.163 0.358 0.13 0.10 -0.06 -0.03
C 2.962 -3.341 -1.218 -0.21 -0.22 -0.09 -0.47
O 1.752 -3.262 -1.412 0.42 0.13 0.16 0.03
H 3.660 -1.148 -3.428 -0.02 -0.01 0.01 0.09
H 3.769 -0.388 -1.828 0.01 0.07 0.02 0.08
H 2.269 -1.189 -2.312 -0.05 -0.02 0.03 0.08
H 5.547 -1.778 -0.774 0.03 0.11 0.10 0.12
H 5.787 -2.158 -2.475 0.01 0.03 -0.06 0.12
H 6.805 -3.861 -0.891 0.00 0.02 0.02 0.11
H 5.632 -4.555 -2.028 0.06 -0.01 0.00 0.12
H 5.030 -3.731 0.844 0.01 0.04 0.11 0.11
H 5.155 -5.386 0.244 -0.01 -0.06 0.01 0.12
H 2.841 -6.223 0.282 0.02 0.01 0.00 0.08
H 1.571 -5.016 0.005 -0.05 0.01 -0.05 0.08
H 2.639 -4.866 1.411 0.00 0.01 -0.01 0.09
```
Forces are in eV/Å.

## Properties
DFT total energy ... -8945.1453 Ha
Net charge ... -2
Gap between HOMO and LUMO ... 5.068 eV